2 unconnected molecules or ions with the total composition C5H11OS at a distorted geometry, computed with ωB97M-V/def2-TZVPD.

Each line ends with the Mulliken charge.
Geometry (Å):
C 0.404 1.087 -1.353  0.362
C 0.177 0.417 -0.244  -0.568
C 0.995 2.523 -1.389  -1.162
C -2.010 -1.007 1.041  -1.014
C 0.437 -2.547 0.107  -0.959
O -1.418 -1.333 -1.438  -0.565
S -0.703 -1.173 -0.206  1.106
H 0.103 0.790 -2.387  0.374
H 0.761 1.219 1.816  0.155
H 0.625 3.134 -0.605  0.347
H 0.692 2.966 -2.356  0.334
H 2.087 2.578 -1.402  0.309
H -1.730 -1.391 1.998  0.392
H -2.820 -1.560 0.644  0.429
H -2.535 0.012 1.218  0.336
H 1.091 -2.239 0.968  0.382
H 1.230 -2.654 -0.699  0.363
H 0.035 -3.509 0.478  0.379

Values from the calculation:
max |F|: 0.052 Eh/bohr
E_HOMO (alpha / beta): -14.87 / -14.46 eV
frontier orbital gap (alpha / beta): 9.01 / 9.75 eV
energy above the lowest of the compared OMol25 structures with the same formula, charge and spin: 623.4 kJ/mol
total charge: +1